Entry 1:
DFT (wB97M-V/def2-TZVPD) results for an isolated molecule of C3H9N2O.

Calculated values
**E_HOMO (alpha / beta)**: -9.14 / -8.99 eV
**Energy relative to the best compared isomer or geometry (same formula, charge and spin)**: 189.0 kJ/mol
**E_LUMO (alpha / beta)**: 0.84 / -2.01 eV
**Gap between HOMO and LUMO (alpha / beta)**: 0.367 / 0.256 hartree
**Multiplicity**: 2

Each line ends with the Mulliken charge.
Cartesian coordinates (Å):
C: -1.043 0.369 0.834  -0.516
N: 0.031 1.314 0.519  -0.331
C: 1.267 1.135 -0.402  -0.230
O: 1.742 -0.082 -0.629  -0.411
C: -1.412 -0.722 -0.138  -0.505
N: -0.506 -1.888 -0.179  -0.726
H: -1.902 1.007 1.083  0.330
H: -0.720 -0.174 1.744  0.306
H: 0.430 1.759 1.331  0.216
H: 2.048 1.555 0.261  0.291
H: 0.983 1.721 -1.292  0.317
H: -1.522 -0.226 -1.119  0.299
H: -2.450 -1.040 0.029  0.367
H: 0.401 -1.414 -0.068  0.313
H: -0.394 -2.120 -1.166  0.279

Entry 2:
DFT (wB97M-V/def2-TZVPD) results for a 2-piece molecular cluster, C2H2ClF2I overall.

Calculated values
**E_HOMO (alpha / beta)**: -8.71 / -8.35 eV
**Energy relative to the best compared isomer or geometry (same formula, charge and spin)**: 389.0 kJ/mol
**E_LUMO (alpha / beta)**: 0.08 / -0.85 eV
**Gap between HOMO and LUMO (alpha / beta)**: 0.323 / 0.276 hartree

Each line ends with the Mulliken charge.
Cartesian coordinates (Å):
C: 0.971 0.001 0.466  -0.367
C: 0.337 -2.446 -0.746  0.031
F: -0.178 0.580 0.646  -0.192
F: -0.439 -1.791 -1.691  -0.167
Cl: -0.549 -3.416 0.375  -0.094
I: 1.998 -3.295 -1.669  0.133
H: 1.374 -0.501 1.431  0.292
H: 1.353 0.086 -0.527  0.364

Entry 3:
DFT (wB97M-V/def2-TZVPD) results for C50H35I2N3O5Pt as an isolated structure.

Calculated values
**E_HOMO**: -7.84 eV
**E_LUMO**: -0.89 eV
**Gap between HOMO and LUMO**: 0.255 hartree

Each line ends with the Mulliken charge.
Cartesian coordinates (Å):
Pt: 0.529 -0.491 -0.105  2.777
O: -0.359 -1.797 1.005  0.083
C: -1.279 -1.589 2.030  1.693
C: -0.705 -0.571 3.025  -2.298
C: -0.734 0.822 2.490  0.623
C: -1.240 1.862 3.253  -0.724
C: -1.243 3.148 2.750  -1.355
C: -0.724 3.371 1.492  -0.395
C: -0.196 2.308 0.783  0.025
C: 0.429 2.501 -0.551  -1.633
C: -0.452 1.848 -1.636  1.585
O: -0.634 0.467 -1.393  -0.561
C: -1.820 2.534 -1.611  -0.048
C: -2.876 1.968 -0.905  1.023
C: -4.104 2.616 -0.848  -0.515
C: -4.285 3.832 -1.492  -0.877
C: -3.227 4.408 -2.183  -0.939
C: -2.001 3.760 -2.244  -0.461
C: 0.179 1.978 -3.029  -0.157
C: 1.368 2.634 -3.306  0.617
C: 1.883 2.655 -4.602  -1.014
C: 1.216 2.011 -5.629  -0.582
C: 0.024 1.345 -5.360  -0.850
C: -0.485 1.329 -4.074  -0.460
N: -0.234 1.055 1.267  0.912
C: -1.452 -2.945 2.736  -0.298
C: -2.138 -3.048 3.943  -0.037
C: -2.267 -4.273 4.583  -1.094
C: -1.721 -5.416 4.018  -0.547
C: -1.057 -5.324 2.804  -1.027
C: -0.922 -4.098 2.165  -0.205
C: -2.640 -1.178 1.454  1.033
C: -3.607 -0.531 2.219  -0.195
C: -4.855 -0.241 1.685  -0.917
C: -5.154 -0.597 0.377  -0.816
C: -4.188 -1.226 -0.397  -0.705
C: -2.939 -1.514 0.136  -0.537
H: -1.225 -0.600 3.979  0.868
H: 0.330 -0.876 3.210  0.238
H: -1.622 1.647 4.242  0.549
H: -1.631 3.968 3.340  0.440
H: -0.695 4.361 1.058  0.543
H: 0.568 3.561 -0.756  1.070
H: 1.401 2.011 -0.548  -0.739
H: -2.733 1.017 -0.412  -0.415
H: -4.917 2.163 -0.295  0.382
H: -5.248 4.327 -1.463  0.408
H: -3.356 5.361 -2.679  0.430
H: -1.182 4.210 -2.795  0.452
H: 1.917 3.145 -2.523  0.460
H: 2.812 3.177 -4.799  0.449
H: 1.617 2.029 -6.635  0.455
H: -0.507 0.838 -6.156  0.456
H: -1.406 0.800 -3.857  0.409
H: -2.595 -2.177 4.396  0.225
H: -2.795 -4.329 5.526  0.421
H: -1.818 -6.371 4.518  0.387
H: -0.635 -6.211 2.347  0.439
H: -0.394 -4.024 1.225  0.463
H: -3.397 -0.241 3.242  0.302
H: -5.598 0.258 2.296  0.417
H: -6.134 -0.389 -0.034  0.425
H: -4.405 -1.498 -1.423  0.414
H: -2.186 -1.997 -0.473  0.555
I: -1.362 -3.684 -3.659  0.011
C: 0.355 -2.518 -3.701  -0.257
C: 1.181 -2.489 -4.844  -0.165
C: 2.316 -1.725 -4.884  -0.171
I: 3.480 -1.746 -6.610  0.068
C: 2.667 -0.916 -3.774  1.142
C: 3.788 -0.062 -3.677  -0.790
C: 3.982 0.689 -2.553  -1.724
C: 3.055 0.618 -1.501  0.480
N: 2.010 -0.171 -1.564  0.406
C: 1.811 -0.951 -2.662  -0.126
C: 0.689 -1.801 -2.579  -0.321
O: 0.034 -1.845 -1.442  -0.689
H: 0.904 -3.092 -5.698  0.389
H: 4.493 -0.019 -4.496  0.252
H: 4.840 1.339 -2.457  0.471
H: 3.180 1.198 -0.597  0.557
O: 2.216 1.792 2.480  -0.681
C: 2.642 0.675 2.275  -0.630
N: 2.282 -0.182 1.235  0.630
C: 2.989 -1.392 1.387  -0.201
O: 2.850 -2.368 0.689  -0.649
C: 3.920 -1.251 2.549  0.315
C: 4.855 -2.119 3.075  -0.556
C: 5.573 -1.684 4.185  -0.531
C: 5.358 -0.417 4.729  -0.515
C: 4.418 0.450 4.180  -0.500
C: 3.705 -0.004 3.089  0.285
H: 5.019 -3.094 2.635  0.539
H: 6.313 -2.335 4.633  0.413
H: 5.934 -0.106 5.592  0.412
H: 4.250 1.440 4.586  0.510

Entry 4:
DFT (wB97M-V/def2-TZVPD) results for C17H13Cl5FNO5SiW as an isolated structure.

Calculated values
**E_HOMO**: -15.01 eV
**Energy relative to the best compared isomer or geometry (same formula, charge and spin)**: 49.6 kJ/mol
**Net charge**: +2
**E_LUMO**: -9.58 eV
**Gap between HOMO and LUMO**: 0.200 hartree

Each line ends with the Mulliken charge.
Cartesian coordinates (Å):
W: -0.285 -0.109 0.440  0.333
Cl: -7.479 -0.373 -0.168  -0.102
C: -5.792 -0.420 -0.324  0.356
C: -5.006 0.415 0.486  -0.138
Cl: -5.691 1.476 1.628  -0.136
C: -3.640 0.344 0.341  1.091
Cl: -2.549 1.283 1.320  -0.044
C: -3.047 -0.488 -0.590  -0.026
O: -1.682 -0.469 -0.688  -0.278
C: -3.802 -1.333 -1.381  -0.013
Cl: -3.021 -2.365 -2.492  -0.147
C: -5.193 -1.294 -1.242  0.287
Cl: -6.151 -2.316 -2.203  -0.112
C: 2.874 -1.928 0.958  -0.862
Si: 2.176 -1.482 -0.682  0.009
C: 3.311 -1.611 -2.094  -0.971
C: 0.538 -2.360 -0.943  -1.075
N: 1.356 0.138 -0.507  0.613
C: 1.908 1.449 -0.432  0.977
C: 3.254 1.781 -0.358  -0.530
C: 3.597 3.125 -0.302  -0.931
C: 2.622 4.121 -0.315  -0.463
C: 1.267 3.804 -0.369  -1.224
C: 0.989 2.471 -0.421  0.885
F: -0.332 1.978 -0.438  -0.149
H: 2.986 -3.012 1.040  0.430
H: 2.231 -1.605 1.778  0.261
H: 3.858 -1.488 1.137  0.355
H: 3.756 -2.610 -2.072  0.391
H: 4.121 -0.882 -2.046  0.371
H: 2.783 -1.483 -3.040  0.361
H: 0.785 -3.404 -1.181  0.514
H: -0.021 -1.972 -1.793  0.312
H: -0.151 -2.542 -0.102  0.560
H: 4.019 1.015 -0.352  0.377
H: 4.641 3.401 -0.247  0.448
H: 2.916 5.161 -0.274  0.436
H: 0.487 4.553 -0.369  0.508
O: -0.161 1.283 4.133  -0.317
C: -0.182 0.573 3.216  0.452
O: 0.272 0.898 1.913  -0.556
C: -0.728 -0.882 3.169  0.595
O: -1.064 -1.532 4.066  -0.309
O: -0.770 -1.310 1.797  -0.538

Entry 5:
DFT (wB97M-V/def2-TZVPD) results for an isolated molecule of C4H6N2O.

Calculated values
**E_HOMO**: -10.47 eV
**Energy relative to the best compared isomer or geometry (same formula, charge and spin)**: 140.3 kJ/mol
**E_LUMO**: 0.74 eV
**Gap between HOMO and LUMO**: 0.412 hartree

Each line ends with the Mulliken charge.
Cartesian coordinates (Å):
H: 1.754 2.240 0.703  0.231
N: 1.272 1.499 0.201  -0.578
C: 0.054 1.789 0.046  0.111
O: -0.826 0.995 -0.592  -0.397
C: -0.373 -0.302 -0.972  -0.424
C: -0.639 -1.310 0.161  -0.435
C: 0.531 -1.650 0.977  0.254
N: 1.438 -1.972 1.618  -0.417
H: -0.465 2.687 0.388  0.378
H: 0.683 -0.272 -1.246  0.409
H: -0.975 -0.566 -1.844  0.287
H: -1.416 -0.894 0.811  0.274
H: -1.037 -2.244 -0.249  0.307

Entry 6:
DFT (wB97M-V/def2-TZVPD) results for C17H38AlCaCl2GaN3O12 as an isolated structure.

Calculated values
**E_HOMO**: -3.28 eV
**Net charge**: -1
**E_LUMO**: -2.28 eV
**Gap between HOMO and LUMO**: 0.037 hartree

Each line ends with the Mulliken charge.
Cartesian coordinates (Å):
C: 4.394 -4.377 -0.880  -1.816
C: 4.057 -3.084 -1.590  1.769
C: 4.525 -1.858 -0.840  -1.436
C: 2.598 -3.014 -1.934  -1.223
Ga: 1.321 -2.894 -0.337  0.468
H: 5.460 -4.486 -0.680  0.373
H: 3.857 -4.434 0.059  0.320
H: 4.044 -5.205 -1.483  0.441
H: 4.634 -3.103 -2.589  -0.128
H: 5.544 -2.063 -0.463  0.266
H: 3.931 -1.541 0.003  0.160
H: 4.555 -1.036 -1.548  0.340
H: 2.359 -2.155 -2.552  0.142
H: 2.370 -3.906 -2.505  0.499
H: 1.894 -1.661 0.577  -0.374
H: -0.151 -2.499 -0.893  -0.226
H: 1.215 -4.251 0.505  -0.358
C: -2.214 3.525 -0.460  -0.956
C: -3.341 2.777 -1.168  -0.892
C: -3.900 1.645 -0.295  -0.698
N: -3.335 0.298 -0.629  0.247
C: -3.940 -0.235 -1.887  -1.124
C: -1.843 0.327 -0.734  -0.575
C: -1.361 0.263 0.705  0.576
C: -2.269 -0.812 1.283  -0.863
C: -3.602 -0.681 0.524  -0.451
H: -1.312 2.865 -0.334  0.070
H: -1.896 4.413 -1.010  0.703
H: -2.505 3.837 0.537  0.383
H: -3.021 2.421 -2.148  0.375
H: -4.141 3.492 -1.357  0.430
H: -4.978 1.558 -0.406  0.446
H: -3.695 1.834 0.758  0.617
H: -3.707 0.430 -2.713  0.380
H: -5.015 -0.308 -1.748  0.412
H: -3.520 -1.217 -2.085  0.468
H: -1.527 -0.569 -1.273  0.230
H: -1.543 1.197 -1.315  0.361
H: -1.495 1.207 1.258  -0.409
H: -0.303 -0.013 0.745  0.051
H: -2.385 -0.727 2.361  0.445
H: -1.851 -1.794 1.064  0.329
H: -4.417 -0.307 1.138  0.256
H: -3.901 -1.620 0.072  0.376
Al: 0.525 2.314 -0.262  0.690
C: 0.261 -1.620 -5.985  -0.582
N: 0.370 -1.837 -4.560  0.807
O: 0.337 -0.852 -3.802  -0.518
O: 0.474 -2.962 -4.106  -0.484
H: 0.188 -0.556 -6.172  0.316
H: 1.142 -2.054 -6.455  0.274
H: -0.740 -2.170 -6.375  0.008
Cl: 5.932 0.961 -1.537  -0.637
O: -1.162 0.347 -7.651  -0.773
H: -1.534 1.182 -7.976  0.150
C: 0.173 3.437 5.299  0.096
C: 1.287 3.733 4.338  -0.268
O: 0.656 3.428 3.067  -0.331
C: -0.673 3.536 3.244  0.621
O: -1.447 3.452 2.323  -0.519
O: -1.015 3.693 4.499  -0.323
H: 0.189 4.070 6.179  0.338
H: 0.151 2.394 5.603  -0.091
H: 1.589 4.783 4.346  0.255
H: 2.158 3.109 4.498  0.221
N: -1.224 0.259 5.693  0.952
O: -2.311 -0.090 5.192  -0.670
O: -1.154 0.600 6.888  -0.652
O: -0.189 0.288 4.978  -0.596
Ca: 6.369 -1.394 -2.483  1.470
C: 3.036 0.660 6.124  0.850
O: 2.530 -0.427 6.397  -0.373
O: 2.511 1.781 6.392  -0.453
O: 4.152 0.771 5.533  -0.446
Cl: -2.173 -3.079 -6.958  -0.739

Entry 7:
DFT (wB97M-V/def2-TZVPD) results for an isolated ion of composition C7H12 and charge +1.

Calculated values
**E_HOMO (alpha / beta)**: -15.34 / -15.10 eV
**Energy relative to the best compared isomer or geometry (same formula, charge and spin)**: 115.7 kJ/mol
**Net charge**: +1
**E_LUMO (alpha / beta)**: -4.70 / -8.57 eV
**Gap between HOMO and LUMO (alpha / beta)**: 0.391 / 0.240 hartree
**Multiplicity**: 2

Each line ends with the Mulliken charge.
Cartesian coordinates (Å):
C: 1.594 1.606 -2.046  -1.358
C: 0.434 0.939 -1.341  -0.375
C: 0.888 0.198 -0.059  -0.496
C: -0.225 -0.152 0.841  0.579
C: -0.186 0.123 2.212  -0.771
C: -1.496 -2.166 0.624  -0.698
C: -1.374 -0.882 0.297  -0.174
H: 2.400 0.938 -2.341  0.351
H: 2.074 2.276 -1.337  0.356
H: 1.296 2.210 -2.893  0.361
H: -0.208 1.748 -0.981  0.348
H: -0.185 0.281 -1.955  0.367
H: 1.527 0.872 0.508  0.404
H: 1.545 -0.657 -0.258  0.421
H: 0.615 0.716 2.646  0.311
H: -0.891 -0.205 2.973  0.363
H: -0.754 -2.615 1.288  0.288
H: -2.251 -2.801 0.182  0.308
H: -2.092 -0.418 -0.363  0.414

Entry 8:
DFT (wB97M-V/def2-TZVPD) results for C54H49BF9N5O6PSr as an isolated structure.

Calculated values
**E_HOMO**: -3.22 eV
**Net charge**: -1
**E_LUMO**: 1.22 eV
**Gap between HOMO and LUMO**: 0.163 hartree

Each line ends with the Mulliken charge.
Cartesian coordinates (Å):
Sr: -0.112 0.003 -0.579  2.115
C: -4.645 3.033 0.473  -1.328
C: -4.712 4.132 -0.554  1.910
C: -5.514 5.243 -0.298  -1.024
C: -5.689 6.256 -1.224  -0.897
C: -5.046 6.179 -2.451  -0.731
C: -4.218 5.106 -2.716  -0.452
C: -4.040 4.087 -1.782  -0.270
N: -3.190 3.020 -2.170  1.703
C: -2.092 2.552 -1.519  -1.526
N: -1.714 3.330 -0.453  0.307
C: -0.905 3.143 0.704  1.044
C: -0.248 1.939 1.015  -1.758
C: 0.516 1.985 2.191  0.077
C: 0.625 3.098 3.015  -1.112
C: -0.061 4.249 2.666  -0.937
C: -0.827 4.299 1.511  1.022
C: -1.519 5.588 1.144  -1.367
N: -1.402 1.529 -1.931  0.361
C: -1.724 0.808 -3.159  1.727
C: -2.615 -1.241 -3.752  -1.492
C: -2.414 -1.593 -5.218  -0.247
C: -1.223 -0.770 -5.820  -1.341
C: -0.962 0.734 -5.740  -0.651
C: -0.981 1.450 -4.339  0.258
C: -1.212 2.946 -4.523  -1.366
H: -5.657 2.785 0.799  0.565
H: -4.074 3.343 1.353  0.372
H: -4.194 2.130 0.073  -0.195
H: -6.044 5.283 0.647  0.468
H: -6.338 7.092 -0.996  0.397
H: -5.183 6.954 -3.195  0.426
H: -3.691 5.033 -3.660  0.412
H: -3.462 2.523 -3.016  -0.436
H: -2.247 4.182 -0.421  -0.436
H: 1.097 1.110 2.481  0.358
H: 1.250 3.087 3.901  0.379
H: 0.011 5.137 3.286  0.300
H: -1.320 6.350 1.897  0.400
H: -2.606 5.482 1.071  0.210
H: -1.170 5.975 0.182  0.343
H: -3.173 -2.039 -3.258  0.533
H: -3.316 -1.709 -5.820  0.562
H: -1.077 -1.069 -6.865  1.004
H: -1.507 1.270 -6.524  0.741
H: -0.560 3.361 -5.290  0.924
H: -1.016 3.492 -3.600  -0.028
H: -2.247 3.128 -4.827  0.057
O: 4.055 -5.436 0.928  -0.557
C: 3.732 -5.276 -0.353  0.466
O: 4.094 -6.051 -1.198  -0.593
C: 2.880 -4.106 -0.719  -0.388
C: 2.468 -3.892 -2.019  -0.542
N: 1.727 -2.779 -2.017  -0.229
N: 1.618 -2.232 -0.814  0.095
C: 2.315 -3.022 -0.007  -0.136
C: 2.310 -2.737 1.437  1.013
O: 2.856 -3.439 2.262  -0.925
O: 1.603 -1.667 1.784  -0.319
H: 3.693 -4.714 1.485  0.493
H: 2.653 -4.469 -2.909  0.687
H: 1.218 -2.353 -2.790  -0.183
C: -0.617 -0.311 5.240  -1.800
C: 0.372 -1.462 5.171  1.772
C: -0.050 -2.584 6.101  -1.914
O: 0.322 -1.971 3.806  -0.333
B: 1.426 -1.501 3.186  0.571
O: 2.319 -0.841 3.953  -0.385
C: 1.877 -1.020 5.331  1.735
C: 2.770 -2.099 5.924  -1.935
C: 2.074 0.295 6.057  -1.658
H: -1.606 -0.686 4.976  0.507
H: -0.360 0.483 4.537  0.155
H: -0.662 0.109 6.246  0.368
H: -1.099 -2.822 5.922  0.455
H: 0.057 -2.277 7.143  0.346
H: 0.538 -3.484 5.937  0.364
H: 2.698 -3.026 5.355  0.310
H: 2.516 -2.299 6.964  0.343
H: 3.804 -1.757 5.879  0.511
H: 1.507 1.100 5.596  0.204
H: 3.131 0.560 6.027  0.456
H: 1.773 0.203 7.102  0.346
F: 2.032 4.760 -6.956  -0.272
C: 2.871 3.880 -6.362  0.879
F: 3.685 3.425 -7.345  -0.290
F: 3.653 4.600 -5.530  -0.305
C: 2.141 2.772 -5.660  0.776
C: 1.258 2.054 -6.357  -2.361
C: 0.593 0.864 -5.735  0.387
C: 0.490 0.954 -4.197  1.612
C: 1.509 1.779 -3.534  -1.272
C: 2.352 2.570 -4.220  -1.329
P: -0.768 -0.831 -3.254  -0.999
C: -3.153 0.155 -3.343  3.865
C: -3.923 -0.022 -2.050  -1.285
C: -5.151 0.499 -1.825  -0.993
C: -5.832 1.302 -2.775  0.054
C: -5.235 1.401 -4.056  -0.899
C: -4.020 0.868 -4.356  -1.468
C: -7.135 1.893 -2.521  0.809
F: -7.175 3.271 -2.586  -0.271
F: -8.116 1.527 -3.418  -0.337
F: -7.631 1.586 -1.292  -0.337
C: -0.351 -1.665 -4.881  0.487
C: 1.050 -2.044 -5.165  -0.503
C: 1.304 -3.099 -5.945  -1.438
C: 0.194 -3.830 -6.584  0.205
C: -1.078 -3.649 -6.227  -1.716
C: -1.408 -2.765 -5.067  0.411
C: 0.571 -4.783 -7.671  0.874
F: 1.447 -5.715 -7.224  -0.288
F: -0.476 -5.446 -8.189  -0.296
F: 1.187 -4.156 -8.698  -0.280
H: 1.069 2.283 -7.404  0.300
H: 1.083 -0.009 -6.185  0.795
H: 1.589 1.794 -2.446  0.008
H: 3.119 3.146 -3.721  0.411
H: -3.489 -0.691 -1.306  0.263
H: -5.642 0.278 -0.883  0.361
H: -5.780 1.914 -4.845  0.439
H: -3.655 0.937 -5.375  0.101
H: 1.862 -1.444 -4.758  0.731
H: 2.320 -3.397 -6.177  0.443
H: -1.871 -4.198 -6.722  0.472
H: -1.605 -3.399 -4.190  0.572

| no. | F_max (eV/A) |
| --- | --- |
| 1 | 2.844 |
| 2 | 3.153 |
| 3 | 2.055 |
| 4 | 1.817 |
| 5 | 1.122 |
| 6 | 1.665 |
| 7 | 1.484 |
| 8 | 0.982 |